Entry 1:
ORCA calculation (ωB97M-V/def2-TZVPD) on a gas-phase ion, C4H11N2O (charge -1) in a non-equilibrium geometry.

Geometry as XYZ:
```
18
Properties=species:S:1:pos:R:3:nbo_charge:R:1
C 0.379 -0.754 0.545 -0.226
N 1.200 -0.130 -0.491 -0.702
C 2.336 -1.091 -0.885 0.121
O 2.021 -2.388 -0.697 -0.968
C -0.691 0.228 1.210 -0.228
N -1.929 0.435 0.500 -0.658
C -1.885 1.557 -0.402 -0.410
H -0.040 -1.755 0.466 0.189
H 1.083 -0.790 1.390 0.171
H 0.646 -0.007 -1.342 0.319
H 2.574 -0.856 -1.936 0.076
H 3.179 -0.920 -0.178 0.075
H -0.802 -0.162 2.221 0.168
H -0.138 1.171 1.391 0.185
H -2.313 -0.411 0.112 0.360
H -1.987 2.495 0.154 0.165
H -0.944 1.803 -0.923 0.181
H -2.689 1.576 -1.138 0.184
```

Output
Highest occupied orbital energy   -2.22 eV
Frontier orbital gap   0.2218 Ha
Charge   -1
Relative energy (zero: lowest compared OMol25 entry of this formula, charge and spin)   1.917 eV

***

Entry 2:
ORCA calculation (ωB97M-V/def2-TZVPD) on a gas-phase ion, C4H11N2O (charge -1) in a non-equilibrium geometry.

Geometry as XYZ:
```
18
Properties=species:S:1:pos:R:3:nbo_charge:R:1
C -1.094 -0.444 -0.491 -0.245
N -2.024 -1.355 0.248 -0.861
C -0.173 0.382 0.469 -0.072
C -1.068 1.385 1.192 -0.615
N 0.888 1.026 -0.310 -0.687
C 2.056 0.100 -0.639 0.135
O 1.766 -1.213 -0.666 -0.969
H -0.493 -1.114 -1.089 0.254
H -1.747 0.230 -1.044 0.149
H -2.331 -0.945 1.114 0.331
H -1.545 -2.201 0.521 0.349
H 0.185 -0.361 1.186 0.199
H -1.978 1.048 1.705 0.181
H -0.556 1.957 1.966 0.200
H -1.364 2.085 0.392 0.189
H 0.369 1.213 -1.166 0.320
H 2.822 0.318 0.132 0.068
H 2.486 0.440 -1.614 0.074
```

Output
Highest occupied orbital energy   -2.43 eV
Frontier orbital gap   0.2382 Ha
Charge   -1
Relative energy (zero: lowest compared OMol25 entry of this formula, charge and spin)   1.086 eV

***

Entry 3:
ORCA calculation (ωB97M-V/def2-TZVPD) on a single C4H11N2O molecule in a non-equilibrium geometry.

Geometry as XYZ:
```
18
Properties=species:S:1:pos:R:3:lowdin_spin:R:1
O 1.409 2.303 0.450 0.004
C 0.312 2.135 0.050 0.003
C -0.085 0.681 -0.613 0.016
C -1.051 0.006 0.369 0.025
C -1.434 -1.573 0.162 0.171
N -0.232 -2.487 0.200 0.216
N 1.193 -0.163 -0.618 0.028
H -0.573 2.732 0.103 0.000
H -0.546 0.847 -1.508 0.005
H -2.121 0.488 0.264 0.006
H -0.678 0.162 1.441 0.012
H -1.969 -1.910 -0.688 0.058
H -2.138 -1.621 1.074 0.033
H 0.629 -2.125 0.589 0.079
H -0.052 -2.855 -0.760 0.179
H -0.487 -3.316 0.708 0.147
H 1.830 0.354 -0.017 0.004
H 1.655 -0.122 -1.690 0.014
```

Output
Highest occupied orbital energy (spin up / spin down)   -3.26 / -9.94 eV
Frontier orbital gap (spin up / spin down)   0.1421 / 0.3841 Ha
Spin multiplicity   2
Charge   0
⟨S²⟩   0.750
Relative energy (zero: lowest compared OMol25 entry of this formula, charge and spin)   3.567 eV

***

Entry 4:
ORCA calculation (ωB97M-V/def2-TZVPD) on 2 unconnected molecules or ions with the total composition C4H11N2O in a non-equilibrium geometry.

Geometry as XYZ:
```
18
Properties=species:S:1:pos:R:3:lowdin_spin:R:1
N 0.145 -2.597 -1.641 0.002
C 0.732 0.971 0.213 0.091
C 0.760 2.270 0.979 0.016
C -0.469 0.512 -0.522 0.424
N 0.080 -0.293 0.659 0.071
C -0.797 -0.313 1.842 0.027
O -0.631 0.303 -1.737 0.328
H -0.447 -3.118 -2.271 0.000
H 1.070 -2.568 -2.053 0.001
H -0.176 -1.624 -1.590 0.002
H 1.656 0.802 -0.346 0.012
H -0.187 2.815 0.877 0.004
H 0.975 2.154 2.045 0.000
H 1.428 3.017 0.542 0.001
H 0.601 -1.173 0.603 0.010
H -0.531 -1.185 2.448 0.003
H -1.836 -0.406 1.540 0.006
H -0.605 0.576 2.413 0.002
```

Output
Highest occupied orbital energy (spin up / spin down)   -6.70 / -8.81 eV
Frontier orbital gap (spin up / spin down)   0.2810 / 0.3366 Ha
Spin multiplicity   2
Charge   0
⟨S²⟩   0.753
Relative energy (zero: lowest compared OMol25 entry of this formula, charge and spin)   2.011 eV

***

Entry 5:
ORCA calculation (ωB97M-V/def2-TZVPD) on 2 unconnected molecules or ions with the total composition C4H11N2O in a non-equilibrium geometry.

Geometry as XYZ:
```
18
Properties=species:S:1:pos:R:3:nbo_charge:R:1
C -4.181 0.072 0.239 0.130
C 2.010 1.381 -0.242 -0.439
C 2.591 -1.037 0.288 -0.431
C 0.330 -0.352 -0.077 0.555
N -3.009 -0.173 -0.163 -0.612
N 1.629 0.014 -0.041 -0.368
O -0.629 0.421 -0.132 -0.666
H -5.085 -0.276 -0.151 0.216
H -4.263 0.854 1.026 0.215
H 3.040 1.624 0.051 0.236
H 2.078 1.584 -1.319 0.222
H 1.410 2.118 0.185 0.235
H 3.447 -1.128 -0.354 0.229
H 2.900 -0.798 1.300 0.220
H 2.266 -2.171 0.156 0.236
H 0.148 -1.327 0.202 0.142
H -2.755 -0.915 -0.919 0.411
H -1.927 0.110 -0.048 0.468
```

Output
Highest occupied orbital energy   -13.60 eV
Frontier orbital gap   0.3489 Ha
Charge   +1
Relative energy (zero: lowest compared OMol25 entry of this formula, charge and spin)   2.762 eV

***

Entry 6:
ORCA calculation (ωB97M-V/def2-TZVPD) on a gas-phase ion, C4H11N2O (charge +1) in a non-equilibrium geometry.

Geometry as XYZ:
```
18
Properties=species:S:1:pos:R:3:nbo_charge:R:1
C -1.107 0.002 -0.588 -0.581
C -2.304 0.829 -0.403 0.238
C 0.456 0.286 0.428 0.190
C 2.875 -0.113 0.389 -0.417
N -3.221 0.414 0.422 -0.667
N 1.615 -0.196 -0.428 -0.587
O 0.668 1.555 0.722 -0.741
H -1.245 -0.986 -0.362 0.222
H -0.636 0.233 -1.490 0.228
H -2.284 1.816 -0.828 0.227
H 3.060 1.013 0.248 0.234
H 2.617 -0.358 1.419 0.244
H 3.585 -0.817 -0.162 0.238
H -4.088 0.923 0.784 0.437
H -3.287 -0.512 0.632 0.403
H 1.334 -1.125 -0.653 0.427
H 1.937 0.357 -1.288 0.392
H 0.608 1.740 1.657 0.515
```

Output
Highest occupied orbital energy (spin up / spin down)   -10.85 / -10.85 eV
Frontier orbital gap (spin up / spin down)   0.2511 / 0.2513 Ha
Charge   +1
Relative energy (zero: lowest compared OMol25 entry of this formula, charge and spin)   5.662 eV

***

Entry 7:
ORCA calculation (ωB97M-V/def2-TZVPD) on 2 unconnected molecules or ions with the total composition C4H11N2O in a non-equilibrium geometry.

Geometry as XYZ:
```
18
Properties=species:S:1:pos:R:3:nbo_charge:R:1
C 3.148 0.562 -0.472 -0.731
C -3.863 -0.569 -0.412 -0.707
C 2.838 -0.673 0.290 0.292
C -2.884 0.317 0.126 0.211
N -0.356 0.760 0.371 -0.329
N 1.659 -0.917 0.753 -0.627
O -1.330 -0.070 0.001 -0.273
H -0.846 1.605 0.838 0.347
H 2.985 1.539 0.064 0.273
H 2.580 0.637 -1.419 0.270
H -4.602 -0.527 0.576 0.261
H -3.554 -1.530 -0.722 0.259
H -4.503 -0.175 -1.151 0.259
H 3.596 -1.330 0.558 0.204
H -3.190 1.237 0.433 0.176
H 4.115 0.674 -0.772 0.254
H 1.662 -1.749 1.421 0.429
H 0.787 -0.127 0.464 0.433
```

Output
Highest occupied orbital energy (spin up / spin down)   -12.02 / -13.42 eV
Frontier orbital gap (spin up / spin down)   0.2878 / 0.3578 Ha
Charge   +1
Relative energy (zero: lowest compared OMol25 entry of this formula, charge and spin)   7.608 eV

***

Entry 8:
ORCA calculation (ωB97M-V/def2-TZVPD) on a gas-phase ion, C4H11N2O (charge +1) in a non-equilibrium geometry.

Geometry as XYZ:
```
18
Properties=species:S:1:pos:R:3:nbo_charge:R:1
C -1.648 0.350 -0.575 -0.067
C 0.479 0.128 0.511 -0.144
C -0.213 -1.163 0.538 0.266
C 1.857 -0.138 -0.037 -0.648
N -1.916 -0.482 0.472 -0.648
N -0.239 1.124 -0.266 -0.592
O -0.224 -1.763 -0.715 -0.687
H -1.434 -0.326 -1.446 0.247
H -2.321 1.224 -0.702 0.224
H 0.622 0.542 1.610 0.255
H -0.273 -1.686 1.474 0.241
H 1.907 -0.238 -1.206 0.234
H 2.285 -1.088 0.447 0.262
H 2.544 0.704 0.117 0.245
H -2.175 -0.094 1.404 0.376
H 0.371 1.026 -1.107 0.457
H -0.549 2.032 0.155 0.464
H -0.461 -2.677 -0.571 0.514
```

Output
Highest occupied orbital energy   -14.26 eV
Frontier orbital gap   0.4010 Ha
Charge   +1
Relative energy (zero: lowest compared OMol25 entry of this formula, charge and spin)   3.826 eV

***

Entry 9:
ORCA calculation (ωB97M-V/def2-TZVPD) on a gas-phase ion, C4H11N2O (charge +1) in a non-equilibrium geometry.

Geometry as XYZ:
```
18
Properties=species:S:1:pos:R:3:nbo_charge:R:1
O 0.975 -0.770 1.981 -0.602
C -0.079 -0.310 1.583 0.660
N -1.213 -0.251 2.296 -0.783
C -0.103 0.264 0.141 -0.142
N 0.947 -0.516 -0.565 -0.499
C 1.621 0.195 -1.677 -0.425
C -1.460 0.297 -0.545 -0.648
H -1.139 -0.505 3.270 0.429
H -1.942 0.406 2.072 0.411
H 0.266 1.286 0.220 0.244
H 1.618 -0.840 0.150 0.476
H 0.515 -1.377 -0.914 0.431
H 0.891 0.598 -2.369 0.232
H 2.162 1.048 -1.266 0.237
H 2.343 -0.446 -2.172 0.249
H -2.011 1.186 -0.255 0.252
H -1.346 0.330 -1.629 0.237
H -2.045 -0.595 -0.320 0.241
```

Output
Highest occupied orbital energy   -14.72 eV
Frontier orbital gap   0.4262 Ha
Charge   +1
Relative energy (zero: lowest compared OMol25 entry of this formula, charge and spin)   0.541 eV

***

Entry 10:
ORCA calculation (ωB97M-V/def2-TZVPD) on a gas-phase ion, C4H11N2O (charge +1) in a non-equilibrium geometry.

Geometry as XYZ:
```
18
Properties=species:S:1:pos:R:3:nbo_charge:R:1
N 0.160 -1.387 -0.335 -0.690
C 0.515 -0.205 0.596 -0.016
C 0.364 1.118 -0.148 -0.562
C 0.892 1.166 -1.551 0.449
O 0.690 0.223 -2.291 -0.546
C -0.369 -0.236 1.852 -0.237
N -1.752 -0.359 1.436 -0.850
H -0.223 -1.018 -1.201 0.470
H -0.442 -2.038 0.149 0.448
H 1.009 -1.865 -0.627 0.436
H 1.533 -0.434 0.796 0.222
H -0.678 1.461 -0.226 0.258
H 0.749 1.912 0.492 0.264
H 1.478 2.000 -1.959 0.172
H -0.040 -1.158 2.346 0.207
H -0.092 0.566 2.495 0.214
H -2.113 0.556 1.168 0.366
H -2.349 -0.541 2.241 0.392
```

Output
Highest occupied orbital energy   -14.54 eV
Frontier orbital gap   0.4115 Ha
Charge   +1
Relative energy (zero: lowest compared OMol25 entry of this formula, charge and spin)   1.640 eV

***

Entry 11:
ORCA calculation (ωB97M-V/def2-TZVPD) on 2 unconnected molecules or ions with the total composition C4H11N2O in a non-equilibrium geometry.

Geometry as XYZ:
```
18
Properties=species:S:1:pos:R:3:nbo_charge:R:1
C 0.963 -1.667 1.196 0.335
C -0.102 -1.892 0.319 -0.811
C -1.687 1.233 -0.175 -0.440
C 0.585 1.733 -2.734 0.017
N -0.577 0.924 -0.867 -0.262
N 0.969 -0.643 1.979 -0.636
O -0.373 1.739 -1.862 -0.196
H -1.129 -2.048 0.669 0.300
H -0.210 -0.886 -0.234 0.330
H -0.033 -2.619 -0.401 0.271
H -1.394 0.994 0.902 0.161
H -2.005 2.404 -0.342 0.231
H -2.491 0.518 -0.386 0.206
H 0.537 2.377 -3.566 0.191
H 1.428 1.049 -2.748 0.166
H 1.790 -2.366 1.237 0.240
H 0.014 -0.129 2.046 0.431
H 1.713 -0.207 2.597 0.465
```

Output
Highest occupied orbital energy (spin up / spin down)   -11.84 / -11.33 eV
Frontier orbital gap (spin up / spin down)   0.2645 / 0.2459 Ha
Charge   +1
Relative energy (zero: lowest compared OMol25 entry of this formula, charge and spin)   7.436 eV

***

Entry 12:
ORCA calculation (ωB97M-V/def2-TZVPD) on 2 unconnected molecules or ions with the total composition C4H11N2O in a non-equilibrium geometry.

Geometry as XYZ:
```
18
Properties=species:S:1:pos:R:3:nbo_charge:R:1
O -0.267 0.727 -1.936 -0.571
C -1.370 0.324 -1.540 0.487
C -1.637 -0.684 -0.393 -0.337
N -2.797 -0.240 0.369 -0.815
H -2.272 0.651 -2.121 0.171
H -1.984 -1.637 -0.882 0.257
H -0.724 -0.853 0.138 0.174
H -3.065 -0.960 1.059 0.386
H -2.572 0.627 0.919 0.358
C 2.360 -0.016 0.365 -0.071
C 1.923 -0.820 1.326 -0.354
N 1.579 1.130 -0.044 -0.740
H 3.237 -0.237 -0.265 0.243
H 2.456 -1.749 1.562 0.254
H 1.067 -0.536 1.947 0.208
H 0.774 0.900 -0.786 0.471
H 1.082 1.525 0.750 0.430
H 2.208 1.848 -0.468 0.448
```

Output
Highest occupied orbital energy   -13.69 eV
Frontier orbital gap   0.3707 Ha
Charge   +1
Relative energy (zero: lowest compared OMol25 entry of this formula, charge and spin)   2.746 eV